[1]
Entry from the OMol25 dataset: one molecule with the formula C22H29NO2 (the ωB97M-V functional and the def2-TZVPD basis).

Geometry as ORCA input:
```
! wB97M-V def2-TZVPD RIJCOSX def2/J DEFGRID3
* xyz 0 1
C 3.340 1.442 -5.960
C 2.445 1.123 -4.800
C 2.092 -0.186 -4.504
C 1.253 -0.476 -3.444
C 0.740 0.546 -2.659
C -0.146 0.245 -1.469
O -0.683 -1.055 -1.611
C -1.804 -1.343 -0.819
C -1.477 -1.710 0.637
O -0.891 -2.996 0.616
C -2.728 -1.668 1.556
N -2.595 -0.871 2.756
C -2.497 0.555 2.509
C -2.665 1.320 3.819
C -1.593 0.885 4.812
C -1.685 -0.624 5.002
C -1.549 -1.325 3.653
C 0.704 0.417 -0.223
C 1.652 -0.548 0.097
C 2.424 -0.414 1.236
C 2.270 0.693 2.057
C 1.343 1.667 1.730
C 0.562 1.530 0.594
C 1.089 1.858 -2.948
C 1.931 2.141 -4.006
H 4.037 2.237 -5.702
H 3.903 0.565 -6.268
H 2.745 1.780 -6.809
H 2.481 -0.993 -5.110
H 0.977 -1.494 -3.222
H -0.973 0.978 -1.438
H -2.504 -0.494 -0.831
H -2.275 -2.211 -1.289
H -0.748 -0.981 1.012
H -0.523 -3.186 1.486
H -2.960 -2.694 1.857
H -3.589 -1.286 1.002
H -3.292 0.832 1.812
H -1.529 0.832 2.056
H -2.598 2.392 3.625
H -3.651 1.103 4.231
H -1.727 1.398 5.766
H -0.606 1.144 4.421
H -0.902 -0.977 5.676
H -2.654 -0.878 5.435
H -1.660 -2.405 3.785
H -0.537 -1.124 3.252
H 1.751 -1.412 -0.542
H 3.150 -1.174 1.486
H 2.871 0.794 2.948
H 1.220 2.533 2.364
H -0.168 2.289 0.347
H 0.701 2.664 -2.340
H 2.194 3.168 -4.220
*
```

The value obtained for the HOMO energy is -8.309 eV. For the total energy, the calculation gives -28869.6112 eV. For the frontier orbital gap, the calculation gives 9.09 eV. The SMILES is Cc1ccc([C@@H](OC[C@H](O)CN2CCCCC2)c2ccccc2)cc1. The calculation puts the energy above the lowest of the compared OMol25 structures with the same formula, charge and spin at 35.9 kcal/mol.

The Mulliken scheme yields these atomic charges, measured in e: -1.45, 1.05, -0.89, -0.34, -0.09, -0.32, -0.24, -1.06, 2.29, -0.67, -1.93, 0.12, -0.04, -1.04, -0.52, -1.02, -0.23, 0.21, -0.04, -0.81, -0.60, -0.55, -0.06, -0.41, -0.87, 0.37, 0.36, 0.28, 0.32, 0.48, 0.64, 0.44, 0.29, -0.86, 0.43, 0.50, 0.43, 0.44, -0.06, 0.40, 0.38, 0.34, 0.19, 0.39, 0.36, 0.42, 0.08, 0.43, 0.42, 0.41, 0.45, 0.40, 0.40, 0.39

[2]
Entry from the OMol25 dataset: C22H29NO2 as an isolated structure (the ωB97M-V functional and the def2-TZVPD basis).

Geometry as ORCA input:
```
! wB97M-V def2-TZVPD RIJCOSX def2/J DEFGRID3
* xyz 0 1
C 5.017 2.309 1.216
H 4.927 3.255 0.644
H 5.047 2.537 2.180
C 4.031 1.221 0.625
C 4.087 0.878 -1.013
C 3.037 -0.122 -1.259
N 3.331 -1.401 -0.469
C 2.812 -2.438 -1.333
C 1.244 -2.533 -1.273
O 0.922 -2.917 0.127
C -0.564 -2.658 0.354
C -1.186 -1.335 0.259
O -2.356 -1.677 0.797
C -3.333 -0.556 0.504
C -4.663 -1.157 0.467
C -5.812 -0.444 0.293
C -5.515 0.665 -0.371
C -4.310 1.279 -0.457
C -3.054 0.736 -0.144
C -1.881 1.365 -0.034
C -1.184 1.590 0.920
C -0.062 2.387 1.105
C 0.546 2.833 -0.214
C -0.218 2.502 -1.258
C -1.355 1.934 -1.614
H -1.822 1.579 -2.288
H 0.239 2.598 -2.388
H 1.520 3.426 -0.350
H 0.519 2.469 1.971
H -1.499 1.233 2.035
H -4.103 2.422 -1.018
H -6.425 1.375 -0.906
H -6.705 -0.776 0.299
H -4.795 -2.245 1.016
H -1.148 -1.076 -0.645
H -0.384 -0.603 1.019
H -0.994 -3.448 -0.602
H -0.674 -3.295 1.579
H 0.844 -1.564 -1.497
H 0.849 -3.220 -1.773
H 3.233 -2.591 -2.096
H 3.096 -3.250 -0.438
C 3.145 -1.181 0.827
C 4.173 -0.236 1.354
H 5.135 -0.363 1.042
H 4.265 -0.068 2.397
H 3.516 -2.216 1.303
H 2.345 -0.984 1.092
H 3.210 -0.100 -2.493
H 1.929 0.366 -1.046
H 5.103 0.803 -1.175
H 3.855 2.030 -1.433
H 3.148 1.643 0.802
H 6.052 1.923 0.997
*
```

The value obtained for the HOMO energy is -8.361 eV. For the total energy, the calculation gives -28848.4545 eV. For the frontier orbital gap, the calculation gives 8.07 eV. The calculation puts the energy above the lowest of the compared OMol25 structures with the same formula, charge and spin at 523.7 kcal/mol.

The Mulliken scheme yields these atomic charges, measured in e: -1.83, 0.33, 0.53, 0.49, -1.05, 0.33, 0.07, -1.90, -0.63, -0.27, -0.64, 0.00, -0.39, 0.34, -0.32, -0.94, -0.16, -0.47, 0.06, 0.75, 0.19, -0.73, -0.26, -0.24, -0.98, 0.95, 0.03, 0.33, 0.50, 0.10, 0.12, 0.14, 0.60, 0.18, 0.92, -0.17, 0.13, 0.08, 0.22, 1.04, 0.92, 0.33, -0.06, -1.53, 0.52, 0.53, 0.50, 0.10, 0.12, -0.12, 0.47, 0.25, 0.18, 0.36

[3]
Entry from the OMol25 dataset: a 2-piece molecular cluster, C22H29O8S2 overall (the ωB97M-V functional and the def2-TZVPD basis).

Geometry as ORCA input:
```
! wB97M-V def2-TZVPD RIJCOSX def2/J DEFGRID3
* xyz -1 1
C 4.304 -2.136 3.122
C 3.388 -0.945 3.058
O 2.034 -1.370 3.234
C 1.192 -0.295 3.275
C -0.211 -0.770 3.406
C -1.232 0.242 3.342
O -1.005 1.369 2.912
C -2.679 -0.132 3.763
C -3.349 -1.030 2.736
C -2.644 -2.368 2.515
C -1.788 -2.803 3.712
C -0.377 -2.210 3.662
O 1.606 0.849 3.241
H 5.319 -1.769 2.968
H 4.260 -2.617 4.103
H 4.076 -2.865 2.339
H 3.648 -0.225 3.846
H 3.478 -0.442 2.085
H -2.664 -0.600 4.755
H -3.256 0.798 3.830
H -4.376 -1.221 3.069
H -3.428 -0.491 1.783
H -3.400 -3.140 2.321
H -2.023 -2.308 1.611
H -2.265 -2.538 4.661
H -1.677 -3.894 3.696
H 0.177 -2.739 2.865
H 0.141 -2.474 4.603
C -4.549 0.521 -5.571
O -4.505 0.159 -4.168
C -3.276 0.066 -3.596
C -2.074 0.228 -4.327
C -0.867 0.215 -3.657
C -0.796 -0.002 -2.264
C 0.470 -0.037 -1.561
C 1.399 0.935 -1.674
S 3.003 0.810 -0.891
O 3.002 1.580 0.332
O 3.370 -0.591 -0.890
C 4.019 1.669 -2.114
C 3.741 3.162 -2.161
C 2.292 3.527 -1.915
S 1.153 2.378 -2.704
O 1.651 2.082 -4.035
O -0.174 2.914 -2.501
C -2.004 -0.221 -1.561
C -3.225 -0.164 -2.199
H -5.615 0.555 -5.797
H -4.084 1.504 -5.745
H -4.048 -0.234 -6.198
H -2.084 0.402 -5.406
H 0.033 0.319 -4.262
H 0.693 -0.863 -0.888
H 5.036 1.458 -1.765
H 3.851 1.182 -3.083
H 4.352 3.667 -1.405
H 4.046 3.554 -3.139
H 2.028 3.535 -0.851
H 2.014 4.481 -2.376
H -1.939 -0.390 -0.484
H -4.161 -0.275 -1.655
*
```

The value obtained for the HOMO energy is -2.643 eV. For the total energy, the calculation gives -61333.6563 eV. For the frontier orbital gap, the calculation gives 4.85 eV. The calculation puts the energy above the lowest of the compared OMol25 structures with the same formula, charge and spin at 0.0 kcal/mol.

The Mulliken scheme yields these atomic charges, measured in e: -1.41, 0.40, -0.30, -0.04, 0.34, 0.33, -0.78, -0.96, -0.48, -0.39, -1.13, -0.02, -0.70, 0.41, 0.34, 0.31, 0.29, -0.17, 0.33, 0.42, 0.32, 0.12, 0.46, 0.18, 0.41, 0.37, 0.20, 0.25, -0.82, -0.46, 1.01, -0.41, -0.44, -0.22, -0.19, -0.55, 1.37, -0.59, -0.71, -1.01, -0.44, -1.08, 1.36, -0.67, -0.68, -0.65, -0.63, 0.25, 0.35, 0.31, 0.31, 0.38, 0.62, 0.50, 0.38, 0.33, 0.31, 0.41, 0.53, 0.63, 0.44

[4]
Entry from the OMol25 dataset: C22H30AlN3O2SSe2Si as an isolated structure (the ωB97M-V functional and the def2-TZVPD basis).

Geometry as ORCA input:
```
! wB97M-V def2-TZVPD RIJCOSX def2/J DEFGRID3
* xyz 0 1
Al 0.457 1.277 -0.995
O 3.955 1.294 -3.268
C 3.217 2.293 -2.610
C 2.174 2.884 -3.565
C 2.928 3.556 -4.752
O 3.554 2.657 -5.614
C 1.412 4.020 -2.890
Se 0.435 3.658 -1.190
C 1.245 1.819 -4.158
Se 0.788 0.222 -3.072
H 4.516 0.837 -2.634
H 3.875 3.098 -2.249
H 2.699 1.876 -1.724
H 3.659 4.267 -4.333
H 2.219 4.121 -5.364
H 4.009 2.001 -5.064
H 0.653 4.411 -3.574
H 2.101 4.830 -2.638
H 1.710 1.383 -5.045
H 0.300 2.278 -4.457
C 1.865 -1.390 3.168
N 0.597 -0.764 2.937
C -0.031 0.036 3.850
C -0.997 0.743 3.249
N -0.955 0.466 1.873
C 0.154 -0.421 1.615
S 1.600 0.495 0.742
C -1.802 0.959 0.954
C -3.119 1.335 1.311
C -4.001 1.734 0.348
C -3.579 1.801 -0.991
C -2.290 1.455 -1.271
N -1.406 1.042 -0.341
H 1.922 -1.692 4.211
H 2.694 -0.715 2.937
H 1.952 -2.271 2.538
H 0.232 0.000 4.889
H -1.662 1.477 3.650
H -3.428 1.260 2.339
H -5.021 1.979 0.603
H -4.249 2.125 -1.768
H -1.888 1.491 -2.279
C -1.797 -1.925 -0.557
Si -0.391 -2.079 0.716
C 1.086 -2.897 -0.150
C -1.114 -3.023 2.198
C -2.179 -2.495 2.924
C -2.716 -3.168 4.004
C -2.202 -4.398 4.382
C -1.152 -4.945 3.665
C -0.616 -4.262 2.587
H -2.121 -2.925 -0.837
H -1.463 -1.421 -1.462
H -2.669 -1.402 -0.172
H 0.811 -3.870 -0.544
H 1.958 -3.030 0.481
H 1.389 -2.274 -0.990
H -2.602 -1.540 2.641
H -3.541 -2.736 4.551
H -2.617 -4.928 5.226
H -0.755 -5.910 3.943
H 0.200 -4.698 2.031
*
```

The value obtained for the HOMO energy is -7.051 eV. For the total energy, the calculation gives -187872.6894 eV. For the frontier orbital gap, the calculation gives 7.07 eV.

The Mulliken scheme yields these atomic charges, measured in e: 0.06, -0.60, -0.21, 1.19, -0.96, -0.58, -1.47, -0.18, -1.21, -0.19, 0.34, 0.51, -0.36, 0.42, 0.41, 0.38, 0.53, 0.45, 0.49, 0.47, -1.01, 0.67, -1.27, -0.31, 0.75, -0.07, -0.58, 0.77, -1.12, -0.67, -1.01, -0.10, 0.72, 0.35, 0.33, 0.25, 0.54, 0.59, 0.47, 0.42, 0.46, 0.39, -1.03, 0.10, -0.95, 0.54, -0.18, -0.82, -0.48, -0.58, -0.32, 0.50, 0.22, 0.29, 0.38, 0.33, 0.13, 0.27, 0.42, 0.38, 0.41, 0.35